Model a:
Below is one molecule with the formula C5H10N2O, with properties calculated with ωB97M-V with the def2-TZVPD basis set.

Output
Highest occupied orbital energy, eV: -8.820
SMILES: [H]/N=N/C(O)=C\CCC
Total charge: 0

Structure (XYZ):
```
18
Properties=species:S:1:pos:R:3:lowdin_charge:R:1
C 2.10475 0.43622 -0.09378 -0.3865
C 0.83377 0.60999 -0.36895 -0.0968
C -1.73185 0.24566 1.05297 -0.1097
C -0.14671 -0.29480 -0.89861 -0.2381
C -1.53059 0.16313 -0.49518 -0.2755
N 2.64585 -0.88884 -0.24222 0.0034
N 3.83898 -0.92588 0.00081 0.0524
O 2.91789 1.42340 0.39234 0.0445
H 0.47174 1.60372 -0.12031 0.1274
H -1.94771 -0.67186 1.58150 0.0619
H -2.75612 0.76060 1.28047 0.0963
H -1.02021 0.99147 1.39376 0.0567
H 0.12650 -0.59366 -1.88482 0.1091
H 0.12740 -1.18737 -0.16596 0.1529
H -1.70681 1.14522 -0.99408 0.1069
H -2.37030 -0.53044 -0.95855 0.1348
H 4.09944 -1.95942 -0.08806 0.0961
H 3.61784 0.89553 0.78216 0.0641
```

Model b:
Below is one molecule with the formula C5H10N2O, with properties calculated with ωB97M-V with the def2-TZVPD basis set.

Output
Highest occupied orbital energy, eV: -7.334
SMILES: CC(C)=C(N)NC=O
Total charge: 0

Structure (XYZ):
```
18
Properties=species:S:1:pos:R:3:lowdin_charge:R:1
C 1.15118 -0.75557 -1.09173 -0.0826
C 1.07515 1.53811 -0.06004 -0.0856
N -1.48152 -0.91802 0.40798 0.1057
C -0.39174 -0.29068 0.86697 -0.4023
C 0.38184 0.19874 -0.19915 -0.3249
N -0.32903 0.07888 2.17051 0.1540
C -1.63497 -0.65562 -1.02377 -0.3282
O -1.96640 -1.55288 -1.78866 0.0148
H -2.04684 -1.57495 0.93103 0.1482
H 0.37798 0.74443 2.44242 0.0997
H -1.18767 0.08959 2.70370 0.1018
H -1.80935 0.40257 -1.27838 0.1425
H 1.11474 -0.40076 -2.12536 0.0798
H 2.20573 -0.80598 -0.79505 0.0769
H 2.03524 1.45694 0.46464 0.0741
H 0.47072 2.26451 0.48959 0.0698
H 1.28338 1.95050 -1.05196 0.0777
H 0.75157 -1.76981 -1.06273 0.0788
```

Which of them is the least stable? Correct choice: model a.

Model a:
Below is one molecule with the formula C7H8F3NO, with properties calculated with ωB97M-V with the def2-TZVPD basis set.

Output
Highest occupied orbital energy, eV: -8.566
SMILES: N[C@@H]1C=CC=C(OC(F)(F)F)C1
Total charge: 0

Structure (XYZ):
```
20
Properties=species:S:1:pos:R:3:lowdin_charge:R:1
C -1.83513 -0.94172 -0.04085 -0.0706
C -0.77231 -1.69855 0.15231 -0.1176
C -1.75094 0.54003 -0.29654 -0.4179
C 0.62598 -1.29804 -0.06102 0.0060
C -0.38062 0.96029 -0.78108 -0.0743
C 0.71019 0.02453 -0.42036 -0.1821
C 3.03189 0.17886 0.04789 -0.6790
N -2.08551 1.39195 0.80091 0.0277
O 1.96902 0.67520 -0.62300 0.0969
F 2.79705 -0.07074 1.35553 0.1573
F 3.37539 -1.02653 -0.51875 0.1151
F 4.08170 0.97225 -0.10756 0.1895
H -2.75152 -1.37469 0.47903 0.1253
H -0.97696 -2.78028 0.28411 0.1112
H -2.35555 0.84153 -1.10217 0.1185
H 1.36742 -2.06424 0.24180 0.1282
H -0.42804 1.05514 -1.81605 0.1102
H -0.11670 1.99892 -0.38769 0.1599
H -1.44709 1.35744 1.60829 0.0932
H -3.05828 1.25866 1.18520 0.1025
```

Model b:
Below is a 2-piece molecular cluster, C7H8F3NO overall, with properties calculated with ωB97M-V with the def2-TZVPD basis set.

Output
Highest occupied orbital energy, eV: -9.130
SMILES: COc1ccccn1.FC(F)F
Total charge: 0

Structure (XYZ):
```
20
Properties=species:S:1:pos:R:3:lowdin_charge:R:1
C -0.34356 0.07168 2.10418 -0.0814
C 0.36033 -0.85535 1.38085 -0.0249
C 0.17231 1.69572 0.36785 -0.1302
C -0.46829 1.38324 1.58111 -0.0542
C 0.96501 -0.43915 0.19276 -0.3512
C 2.38681 -0.82795 -1.63615 -0.1176
C -2.31505 -0.23317 -0.80497 -0.4042
N 0.84039 0.78613 -0.31341 0.0918
O 1.69575 -1.36505 -0.52568 -0.0916
F -2.73775 1.05225 -0.65172 0.0740
F -3.05310 -0.93381 -1.79223 0.0441
F -2.59875 -0.76713 0.36748 0.1313
H -0.73114 -0.19145 3.12527 0.1290
H 0.38102 -1.93261 1.84635 0.1598
H 0.25031 2.61826 -0.05065 0.0831
H -1.28344 -0.09275 -1.14397 0.1477
H -1.05722 2.16295 1.98104 0.0877
H 3.34794 -0.37837 -1.52462 0.0582
H 1.74732 0.05073 -2.14413 0.1128
H 2.44110 -1.80417 -2.35935 0.1357
```

Which of them is the least stable? Correct choice: model b.

Model a:
Below is a 2-piece molecular cluster, Cl3H3Si2 overall, with properties calculated with ωB97M-V with the def2-TZVPD basis set.

Output
Highest occupied orbital energy, eV: -9.630
Total charge: 0

Structure (XYZ):
```
8
Properties=species:S:1:pos:R:3:lowdin_charge:R:1
Si 0.61949 -0.01642 -1.19719 0.6506
Si -0.34131 0.38902 0.88107 -0.6257
Cl -0.94974 -2.74391 -0.75560 -0.3816
Cl -1.20365 2.13583 0.86254 0.3099
Cl 1.29407 0.52767 2.03775 0.2514
H 2.11442 -0.47359 -1.07412 -0.0561
H -0.18661 0.72688 -2.23266 -0.0893
H -1.34667 -0.54548 1.47822 -0.0592
```

Model b:
Below is a 2-piece molecular cluster, Cl3H3Si2 overall, with properties calculated with ωB97M-V with the def2-TZVPD basis set.

Output
Highest occupied orbital energy, eV: -9.145
Total charge: 0

Structure (XYZ):
```
8
Properties=species:S:1:pos:R:3:lowdin_charge:R:1
Si -1.06136 1.11348 1.38768 -0.3008
Si 0.70601 -2.31968 -2.56230 0.3432
Cl -2.62875 0.85231 2.73974 0.1535
Cl 0.72800 1.74325 1.89219 0.2759
Cl 0.65933 -0.20702 -2.12198 -0.0585
H -0.76847 -0.37555 1.16542 -0.0625
H -1.61050 2.15325 0.56489 -0.0864
H -0.42557 -2.90922 -1.90530 -0.2645
```

Which of them is the least stable? Correct choice: model a.

Model a:
Below is one molecule with the formula C5H10, with properties calculated with ωB97M-V with the def2-TZVPD basis set.

Output
Highest occupied orbital energy, eV: -8.138
Total charge: 0

Structure (XYZ):
```
15
Properties=species:S:1:pos:R:3:lowdin_charge:R:1
C -1.04319 0.70469 1.54118 -0.1742
C -0.05409 1.14076 0.53916 -0.0376
C -0.37734 0.68894 -0.84460 -0.2933
C 0.78451 -0.25656 -1.23088 -0.2605
C 1.01054 -1.23411 -0.07835 -0.1188
H -0.64868 0.62127 2.55780 0.0704
H -1.68592 1.60407 1.54840 0.1033
H -1.69143 -0.15146 1.29754 0.0739
H 1.19072 -0.64124 0.83404 0.0622
H -1.33442 0.14803 -0.95878 0.1025
H -0.38128 1.56112 -1.50823 0.1090
H 1.68949 0.33049 -1.41371 0.1065
H 0.54373 -0.78080 -2.16247 0.1042
H 1.87631 -1.88166 -0.21060 0.0716
H 0.12104 -1.85352 0.08951 0.0810
```

Model b:
Below is a 2-piece molecular cluster, C5H10 overall, with properties calculated with ωB97M-V with the def2-TZVPD basis set.

Output
Highest occupied orbital energy, eV: -8.756
SMILES: C=C1CCC1.[H][H]
Total charge: 0

Structure (XYZ):
```
15
Properties=species:S:1:pos:R:3:lowdin_charge:R:1
C 1.72680 -0.25861 -0.09534 -0.0659
C 0.40450 -0.19664 -0.17778 -0.3878
C -0.72294 -0.93639 0.51718 -0.1359
C -1.70920 -0.19951 -0.42795 -0.1687
C -0.55371 0.70701 -0.93005 -0.1359
H 2.04935 1.16784 1.58005 0.0703
H 2.23390 -0.92456 0.60255 0.0754
H 2.37236 0.45667 -0.60470 0.0756
H 1.40277 0.93539 1.23880 0.0404
H -0.68651 -2.02693 0.43834 0.1056
H -0.86408 -0.67879 1.57863 0.1116
H -2.54338 0.31320 0.05697 0.0974
H -2.09588 -0.85217 -1.21346 0.1005
H -0.61455 1.73920 -0.55114 0.1117
H -0.39942 0.75428 -2.01210 0.1057
```

Model c:
Below is a 3-piece molecular cluster, C5H10 overall, with properties calculated with ωB97M-V with the def2-TZVPD basis set.

Output
Highest occupied orbital energy, eV: -9.403
SMILES: C1=CC1.[H][H].C=C
Total charge: 0

Structure (XYZ):
```
15
Properties=species:S:1:pos:R:3:lowdin_charge:R:1
C 2.15058 -0.14990 0.78443 -0.1082
C 1.52872 -1.21325 0.28761 -0.0989
C -1.46269 -0.71333 -0.92825 -0.0898
C -1.76794 0.53525 -1.05443 -0.0968
C -1.83133 -0.00566 0.34229 -0.1855
H 1.91889 0.24064 1.77310 0.0502
H 2.91587 0.37911 0.22124 0.0476
H 0.60632 1.87500 -0.19680 0.0187
H 1.75974 -1.59808 -0.70285 0.0516
H 0.75841 -1.73816 0.84789 0.0514
H -1.16343 -1.65173 -1.37063 0.0920
H -1.90165 1.40718 -1.67656 0.0885
H 0.34298 2.56792 -0.19549 0.0518
H -1.05135 0.25924 1.06335 0.0555
H -2.80312 -0.19425 0.80511 0.0717
```

Model d:
Below is one molecule with the formula C5H10, with properties calculated with ωB97M-V with the def2-TZVPD basis set.

Output
Highest occupied orbital energy, eV: -9.085
SMILES: C=C(C)CC
Total charge: 0

Structure (XYZ):
```
15
Properties=species:S:1:pos:R:3:lowdin_charge:R:1
C -1.60230 -0.92484 -0.35214 -0.0931
C -0.56936 0.14932 -0.91013 -0.2359
C 0.50702 0.41157 0.09528 -0.4239
C 0.16978 1.20655 1.08610 0.0073
C 1.70061 -0.50103 0.17270 -0.0689
H -2.58330 -0.47714 -0.14387 0.0651
H -1.67450 -1.56987 -1.27193 0.0699
H -1.22116 -1.55812 0.44902 0.0656
H -0.30944 -0.25996 -1.89775 0.0942
H -1.18535 1.05761 -1.17050 0.1145
H 0.77559 1.53104 2.00093 0.0879
H -0.81688 1.71082 0.97618 0.0718
H 2.03568 -0.74040 -0.88746 0.0995
H 2.32359 -0.19811 0.99794 0.0696
H 1.42121 -1.54530 0.39656 0.0763
```

Which of them is the least stable? Correct choice: model c.

Model a:
Below is one molecule with the formula C5H10, with properties calculated with ωB97M-V with the def2-TZVPD basis set.

Output
Highest occupied orbital energy, eV: -8.766
SMILES: C/C=C/CC
Total charge: 0

Structure (XYZ):
```
15
Properties=species:S:1:pos:R:3:lowdin_charge:R:1
C 2.38457 0.36369 0.16463 -0.1833
C 1.29651 -0.51512 -0.13819 -0.3391
C -0.04181 0.16103 -0.23809 -0.0837
C -1.26025 -0.41017 0.15044 -0.1829
C -2.56917 0.23732 -0.00452 -0.1203
H 2.25073 0.90029 1.18239 0.1035
H 2.55456 1.24927 -0.44074 0.0612
H 3.37890 -0.29536 0.11658 0.1203
H 1.21828 -1.26216 0.64205 0.1131
H 1.59384 -0.93722 -1.10356 0.1149
H -0.01792 1.21628 -0.56315 0.1050
H -1.27809 -1.34944 0.27163 0.0209
H -2.94407 0.38952 1.23168 0.1526
H -2.41086 1.36073 -0.35501 0.1064
H -3.20450 -0.29244 -0.58745 0.0115
```

Model b:
Below is one molecule with the formula C5H10, with properties calculated with ωB97M-V with the def2-TZVPD basis set.

Output
Highest occupied orbital energy, eV: -10.047
SMILES: C1CCCC1
Total charge: 0

Structure (XYZ):
```
15
Properties=species:S:1:pos:R:3:lowdin_charge:R:1
C -0.86009 -0.71562 0.66102 -0.3063
C -1.29674 0.52388 -0.06216 -0.1127
C 0.35395 1.33882 -0.33980 -0.1230
C 1.39363 0.23273 -0.16664 -0.1717
C 0.42556 -1.17353 0.04370 -0.1987
H -0.85114 -0.59572 1.75524 0.1128
H -1.23009 -1.73341 0.39402 0.1112
H -1.59723 0.33781 -1.09549 0.0774
H -2.11659 1.07765 0.45626 0.0906
H 0.28871 1.72551 -1.36383 0.0754
H 0.40458 2.15446 0.38647 0.0730
H 2.01453 0.33436 0.73338 0.0852
H 2.02219 0.02292 -1.04477 0.0845
H 0.84128 -2.01790 0.62745 0.1026
H 0.20747 -1.51196 -0.98483 0.0997
```

Model c:
Below is one molecule with the formula C5H10, with properties calculated with ωB97M-V with the def2-TZVPD basis set.

Output
Highest occupied orbital energy, eV: -6.727
Total charge: 0

Structure (XYZ):
```
15
Properties=species:S:1:pos:R:3:lowdin_charge:R:1
C -1.19111 1.10342 1.17152 -0.2289
C -1.34397 0.13312 0.01832 -0.1236
C 0.66332 -0.89285 0.23725 -0.1300
C 1.53836 -0.76790 -0.93906 -0.1541
C 0.15104 -0.07260 -1.08026 -0.2198
H -2.23343 1.37615 1.41696 0.0731
H -0.72776 0.76075 2.11869 0.0545
H -0.70001 2.04160 0.86851 0.0643
H -1.66955 -0.84737 0.39395 0.0322
H 0.91954 -0.31962 1.12361 0.1005
H 0.23988 -1.87294 0.43651 0.1120
H 1.67657 -1.64575 -1.56753 0.1011
H 2.39904 -0.10455 -0.88939 0.1012
H -0.40361 -0.53499 -1.88510 0.1063
H 0.30116 0.99759 -1.15746 0.1112
```

Which of them is the least stable? Correct choice: model c.